(1)
This record from OMol25 describes a molecular structure, C41H30BrF3N9O5SV in a non-equilibrium geometry. The level of theory is ωB97M-V with the def2-TZVPD basis set.

As for the total charge: -1. For the energy above the lowest of the compared OMol25 structures with the same formula, charge and spin, the calculation gives 31.8 kcal per mole. As for the orbital gap (spin up / spin down): 4.72 / 4.56 eV. Its HOMO energy (spin up / spin down) is -3.016 / -2.850 eV. Its total energy is -181375.042 eV. The multiplicity is 2.

Cartesian coordinates (Å):
V  0.190  0.267  0.232
Br  0.451  7.385  2.024
C  0.214  5.501  1.860
C  0.189  4.711  3.006
C  0.046  3.346  2.886
C  -0.088  2.724  1.633
O  -0.139  1.437  1.533
C  -0.121  3.559  0.483
C  -0.387  3.036  -0.820
N  -0.768  1.833  -1.079
C  -0.988  1.595  -2.453
C  0.044  1.807  -3.345
C  -0.105  1.571  -4.719
C  -1.310  1.181  -5.227
C  -2.418  1.026  -4.369
C  -3.704  0.693  -4.842
C  -4.737  0.558  -3.958
C  -4.482  0.773  -2.593
N  -3.307  1.091  -2.112
C  -2.264  1.206  -2.963
C  0.065  4.941  0.619
H  0.296  5.168  3.980
H  0.053  2.719  3.768
H  -0.335  3.754  -1.644
H  1.010  2.092  -2.943
H  0.750  1.690  -5.371
H  -1.432  0.993  -6.288
H  -3.860  0.565  -5.907
H  -5.735  0.301  -4.290
H  -5.284  0.682  -1.864
H  0.081  5.554  -0.274
S  2.370  1.422  0.278
C  2.692  0.534  1.782
N  3.472  0.978  2.722
N  3.930  2.241  2.574
C  4.731  2.826  3.514
C  5.354  2.060  4.512
C  6.166  2.672  5.448
C  6.365  4.049  5.430
C  5.732  4.811  4.455
C  4.929  4.214  3.501
N  2.188  -0.709  1.940
N  1.251  -1.088  1.107
C  1.170  -2.486  0.967
C  2.155  -3.315  1.531
C  2.140  -4.680  1.320
C  1.151  -5.266  0.539
C  0.163  -4.461  -0.001
C  0.160  -3.091  0.213
H  3.611  2.766  1.766
H  5.173  0.995  4.523
H  6.653  2.071  6.207
H  6.996  4.523  6.171
H  5.855  5.888  4.449
H  4.426  4.811  2.748
H  2.932  -2.848  2.116
H  2.920  -5.290  1.761
H  1.165  -6.331  0.343
H  -0.626  -4.896  -0.605
H  -0.621  -2.505  -0.234
C  -3.398  -3.844  -2.473
C  -2.128  -3.195  -2.899
N  -1.450  -2.337  -2.177
C  -0.319  -2.037  -2.893
C  -0.333  -2.724  -4.084
N  -1.492  -3.451  -4.068
C  0.571  -2.815  -5.244
O  1.689  -2.137  -5.171
O  0.254  -3.493  -6.203
C  0.740  -1.138  -2.367
O  1.801  -1.012  -2.995
O  0.491  -0.563  -1.257
H  -3.875  -3.213  -1.728
H  -3.201  -4.820  -2.023
H  -4.075  -3.983  -3.317
H  -1.764  -4.052  -4.829
H  1.775  -1.654  -4.276
F  -4.423  -4.285  2.516
C  -4.296  -3.108  3.166
F  -3.984  -3.396  4.440
F  -5.530  -2.553  3.178
C  -3.295  -2.217  2.510
C  -2.139  -1.812  3.163
C  -1.239  -1.018  2.484
N  -1.417  -0.638  1.212
C  -2.562  -0.982  0.611
C  -3.521  -1.769  1.216
H  -1.941  -2.120  4.179
H  -0.342  -0.666  2.975
H  -2.696  -0.585  -0.380
H  -4.431  -2.034  0.695


(2)
This record from OMol25 describes a molecular structure, C41H30IIrN2O2P. The level of theory is ωB97M-V with the def2-TZVPD basis set.

As for the total charge: +1. For the energy above the lowest of the compared OMol25 structures with the same formula, charge and spin, the calculation gives 0.7 kcal per mole. As for the orbital gap (spin up / spin down): 6.98 / 6.32 eV. Its HOMO energy (spin up / spin down) is -9.745 / -11.087 eV. Its total energy is -70301.366 eV. The multiplicity is 5.

Cartesian coordinates (Å):
Ir  0.841  -0.849  0.896
I  -1.160  -2.665  2.088
C  -2.626  -2.656  0.592
C  -3.005  -3.888  0.141
C  -4.157  -4.033  -0.660
C  -4.941  -2.943  -0.904
C  -4.563  -1.653  -0.450
C  -5.441  -0.557  -0.645
C  -5.113  0.691  -0.198
C  -3.831  0.909  0.339
C  -2.927  -0.110  0.513
P  -1.199  0.475  0.725
C  -0.974  1.661  -0.627
C  0.041  2.613  -0.510
C  0.332  3.453  -1.571
C  -0.374  3.338  -2.763
C  -1.373  2.386  -2.889
C  -1.673  1.546  -1.825
C  -1.202  1.486  2.244
C  -1.542  2.838  2.214
C  -1.592  3.573  3.389
C  -1.303  2.967  4.603
C  -0.959  1.624  4.641
C  -0.904  0.888  3.468
C  -3.332  -1.462  0.226
H  -2.449  -4.768  0.437
H  -4.442  -5.014  -1.016
H  -5.876  -3.043  -1.442
H  -6.390  -0.738  -1.135
H  -5.798  1.521  -0.309
H  -3.539  1.927  0.560
H  0.603  2.697  0.413
H  1.111  4.198  -1.470
H  -0.144  3.993  -3.593
H  -1.919  2.290  -3.818
H  -2.449  0.800  -1.937
H  -1.747  3.335  1.274
H  -1.853  4.622  3.353
H  -1.342  3.543  5.518
H  -0.730  1.146  5.584
H  -0.631  -0.157  3.514
C  3.621  1.286  3.476
C  4.312  2.068  2.559
C  4.040  1.967  1.203
C  3.062  1.089  0.743
C  2.340  0.320  1.679
C  2.642  0.409  3.037
C  2.748  0.938  -0.699
C  3.434  1.632  -1.721
C  3.041  1.471  -3.016
C  1.966  0.612  -3.333
C  1.499  0.421  -4.656
C  0.459  -0.427  -4.899
C  -0.153  -1.125  -3.833
C  0.277  -0.957  -2.551
C  1.346  -0.078  -2.274
N  1.759  0.114  -0.990
H  3.852  1.357  4.531
H  5.075  2.755  2.900
H  4.602  2.580  0.511
H  2.122  -0.217  3.751
H  4.259  2.283  -1.476
H  3.548  2.002  -3.813
H  1.984  0.954  -5.464
H  0.105  -0.579  -5.909
H  -0.964  -1.810  -4.042
H  -0.173  -1.512  -1.735
O  1.680  -2.894  2.786
C  2.064  -3.315  1.690
C  3.059  -4.427  1.457
C  3.150  -4.512  -0.063
C  2.322  -3.342  -0.569
O  2.227  -2.980  -1.713
N  1.666  -2.747  0.513
H  2.724  -5.338  1.950
H  3.997  -4.131  1.928
H  2.721  -5.429  -0.469
H  4.160  -4.425  -0.458


(3)
This record from OMol25 describes a molecular structure, C41H31I2LuN5O5S in a non-equilibrium geometry. The level of theory is ωB97M-V with the def2-TZVPD basis set.

As for the total charge: -1. For the energy above the lowest of the compared OMol25 structures with the same formula, charge and spin, the calculation gives 31.8 kcal per mole. As for the orbital gap: 6.64 eV. Its HOMO energy is -4.636 eV. Its total energy is -121371.520 eV.

Cartesian coordinates (Å):
Lu  0.277  0.388  0.490
O  -0.336  -0.556  2.397
C  -0.411  -1.776  2.729
C  -1.430  -2.261  3.574
C  -1.541  -3.647  3.882
C  -0.611  -4.643  3.456
C  0.407  -4.180  2.676
C  0.578  -2.785  2.330
C  1.824  -2.429  1.621
N  2.001  -1.390  0.887
N  3.306  -1.173  0.382
C  3.402  0.088  -0.086
O  2.480  0.962  -0.053
C  4.626  0.426  -0.840
C  5.539  -0.594  -1.049
C  6.779  -0.250  -1.666
C  6.978  1.025  -2.050
C  6.003  1.968  -1.962
C  4.802  1.702  -1.315
H  -2.146  -1.529  3.795
H  -2.458  -3.789  4.375
H  -0.601  -5.611  3.942
H  1.200  -4.877  2.316
H  2.730  -3.045  1.677
H  5.358  -1.637  -0.719
H  7.574  -0.968  -1.795
H  7.946  1.161  -2.502
H  6.277  2.963  -2.368
H  4.086  2.390  -1.070
O  -6.254  0.176  3.566
C  -5.803  1.354  2.906
C  -4.675  1.040  1.970
C  -3.990  2.082  1.297
C  -2.881  1.747  0.538
N  -2.432  0.493  0.414
C  -3.155  -0.468  0.959
C  -4.221  -0.269  1.832
C  -2.659  -1.845  0.514
C  -3.386  -3.019  0.609
C  -2.887  -4.232  0.090
C  -3.727  -5.420  0.613
O  -3.894  -5.379  2.013
C  -1.686  -4.232  -0.560
C  -0.989  -3.011  -0.686
N  -1.481  -1.871  -0.132
H  -6.468  -0.428  2.854
H  -5.451  1.981  3.652
H  -6.602  1.786  2.257
H  -4.321  3.088  1.362
H  -2.160  2.468  0.174
H  -4.663  -1.161  2.242
H  -4.387  -3.110  1.074
H  -3.319  -6.384  0.233
H  -4.734  -5.308  0.177
H  -3.061  -5.104  2.407
H  -1.242  -5.158  -1.009
H  -0.074  -2.987  -1.214
I  -1.433  4.266  -2.325
C  -0.221  2.790  -3.196
C  0.397  2.929  -4.418
C  1.207  1.937  -4.930
I  2.081  2.226  -6.832
C  1.503  0.824  -4.135
C  2.361  -0.280  -4.544
C  2.553  -1.327  -3.647
C  1.804  -1.370  -2.420
N  1.025  -0.431  -2.024
C  0.871  0.699  -2.816
C  0.063  1.779  -2.287
O  -0.446  1.789  -1.114
H  0.171  3.877  -4.869
H  2.888  -0.125  -5.494
H  3.235  -2.112  -3.809
H  1.822  -2.325  -1.890
S  0.199  2.394  2.015
C  0.343  3.980  1.178
C  1.298  4.154  0.207
C  1.504  5.419  -0.322
C  0.714  6.475  0.061
C  -0.301  6.302  1.006
C  -0.444  5.065  1.578
H  1.833  3.353  -0.283
H  2.185  5.519  -1.152
H  0.865  7.437  -0.375
H  -0.895  7.156  1.276
H  -1.217  4.835  2.354


(4)
This record from OMol25 describes a molecular structure, C41H32BrClCoN4O2 in a non-equilibrium geometry. The level of theory is ωB97M-V with the def2-TZVPD basis set.

As for the total charge: -2. For the energy above the lowest of the compared OMol25 structures with the same formula, charge and spin, the calculation gives 3.8 kcal per mole. As for the orbital gap (spin up / spin down): 3.45 / 6.15 eV. Its HOMO energy (spin up / spin down) is 0.572 / -2.124 eV. Its total energy is -173280.840 eV. The multiplicity is 4.

Cartesian coordinates (Å):
Co  1.737  -9.173  14.601
N  2.002  -9.697  16.559
N  3.385  -9.316  16.684
C  3.697  -8.037  16.061
O  4.509  -7.298  16.568
O  3.215  -7.992  14.838
H  1.433  -9.043  17.077
H  1.871  -10.630  16.903
H  3.702  -9.404  17.627
C  1.633  -14.101  12.289
C  1.494  -13.291  11.170
C  0.708  -12.128  11.303
C  0.121  -11.709  12.465
C  0.129  -12.594  13.576
C  0.857  -13.780  13.402
C  -0.377  -10.271  12.341
C  -1.660  -10.002  11.750
C  -1.950  -8.698  11.356
C  -0.976  -7.732  11.381
C  -1.229  -6.436  10.861
C  -0.256  -5.482  10.996
C  0.974  -5.744  11.626
C  1.322  -7.029  11.985
C  0.317  -8.041  11.997
N  0.533  -9.273  12.520
H  2.313  -14.973  12.368
H  2.136  -13.432  10.310
H  0.536  -11.487  10.437
H  0.839  -14.420  14.233
H  -2.404  -10.781  11.620
H  -2.926  -8.482  10.956
H  -2.162  -6.242  10.319
H  -0.334  -4.496  10.525
H  1.681  -4.930  11.806
H  2.274  -7.175  12.462
Cl  5.802  -10.047  10.952
C  5.100  -10.523  12.455
C  5.733  -11.296  13.446
C  4.950  -11.911  14.439
C  3.620  -11.594  14.533
N  3.044  -10.620  13.802
C  3.775  -10.172  12.700
H  6.865  -11.334  13.523
H  5.346  -12.668  15.117
H  2.959  -12.086  15.270
H  3.218  -9.606  11.971
C  -0.189  -12.078  20.229
C  0.922  -12.729  19.729
C  1.142  -12.903  18.357
C  0.178  -12.461  17.440
C  -0.957  -11.783  17.971
C  -1.149  -11.618  19.349
C  0.413  -12.691  16.025
C  -0.462  -12.532  14.974
C  -1.921  -12.662  15.216
C  -2.424  -13.532  16.156
C  -3.795  -13.529  16.422
C  -4.627  -12.648  15.752
C  -4.111  -11.876  14.741
C  -2.771  -11.895  14.407
H  -0.297  -11.897  21.282
H  1.699  -13.055  20.482
H  2.126  -13.291  17.983
H  -1.598  -11.230  17.316
H  -2.070  -11.192  19.664
H  1.381  -13.153  15.782
H  -1.823  -14.158  16.789
H  -4.174  -14.190  17.179
H  -5.666  -12.641  15.995
H  -4.856  -11.311  14.133
H  -2.411  -11.294  13.624
Br  -2.283  -5.576  18.268
C  -1.238  -6.496  17.037
C  -1.609  -7.825  16.763
C  -0.812  -8.630  15.920
C  0.294  -8.059  15.312
C  0.563  -6.720  15.459
C  -0.239  -5.884  16.210
H  -2.552  -8.211  17.207
H  -0.978  -9.711  15.850
H  1.427  -6.373  14.853
H  0.050  -4.857  16.297


(5)
This record from OMol25 describes a molecular structure, C41H32BrCrNO2P2S. The level of theory is ωB97M-V with the def2-TZVPD basis set.

As for the total charge: +3. For the energy above the lowest of the compared OMol25 structures with the same formula, charge and spin, the calculation gives 0.0 kcal per mole. As for the orbital gap (spin up / spin down): 6.43 / 7.68 eV. Its HOMO energy (spin up / spin down) is -16.802 / -16.745 eV. Its total energy is -176474.192 eV. The multiplicity is 4.

Cartesian coordinates (Å):
Cr  0.063  -0.477  0.319
O  -1.207  2.455  -0.326
S  0.074  1.869  0.080
C  1.363  2.285  -1.045
C  1.253  3.444  -1.799
C  2.334  3.795  -2.594
C  3.478  3.001  -2.621
C  3.553  1.831  -1.878
C  2.479  1.452  -1.080
P  2.440  -0.132  -0.196
C  3.765  -0.124  1.012
C  4.066  1.072  1.669
C  5.047  1.089  2.647
C  5.726  -0.080  2.970
C  5.422  -1.270  2.322
C  4.437  -1.299  1.347
C  2.707  -1.386  -1.452
C  1.571  -1.885  -2.092
C  1.677  -2.802  -3.123
C  2.939  -3.225  -3.521
C  4.078  -2.720  -2.905
C  3.970  -1.800  -1.873
C  0.649  2.532  1.617
C  1.121  3.839  1.666
C  1.509  4.351  2.895
C  1.433  3.565  4.041
C  0.957  2.262  3.977
C  0.548  1.737  2.757
P  -0.166  0.081  2.642
C  0.626  -1.024  3.800
C  0.181  -1.072  5.125
C  0.842  -1.880  6.036
C  1.928  -2.646  5.632
C  2.362  -2.611  4.312
C  1.710  -1.802  3.397
C  -1.903  0.218  3.052
C  -2.560  1.442  2.900
C  -3.915  1.531  3.179
C  -4.614  0.406  3.599
C  -3.964  -0.817  3.739
C  -2.610  -0.918  3.462
H  0.350  4.041  -1.773
H  2.285  4.691  -3.199
H  4.313  3.288  -3.247
H  4.437  1.208  -1.942
H  3.559  1.993  1.405
H  5.296  2.016  3.146
H  6.504  -0.061  3.721
H  5.960  -2.176  2.568
H  4.201  -2.234  0.852
H  0.568  -1.525  -1.834
H  0.793  -3.178  -3.620
H  3.034  -3.944  -4.323
H  5.057  -3.042  -3.235
H  4.867  -1.415  -1.404
H  1.194  4.446  0.774
H  1.879  5.365  2.957
H  1.745  3.973  4.993
H  0.908  1.660  4.876
H  -0.676  -0.491  5.445
H  0.502  -1.919  7.062
H  2.433  -3.281  6.348
H  3.201  -3.217  3.999
H  2.054  -1.779  2.371
H  -2.024  2.326  2.581
H  -4.422  2.482  3.084
H  -5.667  0.485  3.834
H  -4.510  -1.685  4.082
H  -2.103  -1.866  3.599
O  -5.617  -2.589  -0.444
C  -4.462  -1.964  -0.344
C  -4.257  -0.612  -0.645
C  -3.009  -0.067  -0.488
N  -1.952  -0.798  -0.055
C  -2.193  -2.089  0.214
Br  -0.608  -2.977  0.806
C  -3.377  -2.741  0.105
H  -6.328  -2.029  -0.791
H  -5.068  0.011  -1.000
H  -2.817  0.977  -0.696
H  -3.500  -3.789  0.336